# 1
ORCA calculation (ωB97M-V/def2-TZVPD) on C48H65AsBr2CaIN8OS5Si as an isolated structure.

Results
- relative energy (zero: lowest compared OMol25 entry of this formula, charge and spin) (kJ/mol) = 199.9
- E_tot (eV) = -354315.3003
- LUMO (eV) = -2.428

The geometry in ORCA input format:
```
! RIJCOSX wB97M-V def2-TZVPD def2/J DEFGRID3
* xyz 1 1
I 0.61765 4.39591 3.56356
Br -2.70865 4.61181 4.47116
Br 0.30905 -3.34819 -0.72214
As 1.92075 -1.15809 2.71116
Ca -0.35225 0.44931 2.21016
S 0.30435 1.07531 4.61456
S 0.41985 2.34101 7.27016
S -2.99935 0.63841 5.20076
S -0.59345 3.02751 9.98326
S -2.39915 1.94951 7.88906
Si 1.09915 -5.07809 -2.01424
O -1.49815 4.84431 -3.33284
N -1.73955 4.13021 0.66476
N 0.36245 0.13811 -2.32824
N -2.96625 3.85951 1.10676
N 0.28645 0.41121 -0.17274
N -1.46755 6.82711 -4.26274
N -0.77285 5.99631 -5.04794
N 1.62715 0.11211 -1.91504
N -1.79895 2.05811 1.44616
C 2.98025 -2.98669 -2.78734
C -3.09765 7.86111 -1.91364
C -4.04785 4.81351 0.98466
C -0.83535 2.47011 8.47086
C -0.56035 1.60101 5.99896
C 0.11245 -3.81499 -4.38894
C -0.93115 8.17121 2.05096
C -0.64125 6.01881 3.06606
C -2.21115 8.25241 2.57156
C -0.48335 -7.15069 -0.78654
C -2.72815 7.19621 3.29846
C -2.98835 2.61101 1.58846
C -3.03715 5.56201 -1.18964
C -1.94595 6.07761 3.53446
C 0.07975 -6.29299 -4.39714
C -3.82725 8.17061 -0.78054
C 1.82175 -7.78749 -1.38964
C -0.14305 7.06511 2.30856
C 4.14945 -3.08129 2.19346
C -4.12515 7.19951 0.16466
C -0.20855 3.57941 -4.93794
C -2.69185 6.54501 -2.11264
C 3.45805 -5.26459 -3.62294
C -0.79305 4.82261 -4.48744
C -1.60555 -5.00549 -3.10164
C -0.13125 -5.05519 -3.52374
C 3.85635 -4.70519 -1.25294
C 1.55665 0.28481 -0.62194
C 0.02705 -0.02499 -3.71904
C -4.58655 1.11311 5.94456
C 0.42165 3.49471 -6.17824
C -1.89755 6.13671 -3.24804
C 1.38815 -6.31999 0.57176
C 2.88645 -0.91119 4.41126
C -0.32245 2.44851 -4.12694
C -3.72675 5.88361 -0.03344
C -0.50265 -2.54799 3.51996
C 0.95855 -6.63859 -0.86474
C -1.86765 1.43331 6.29466
C 0.82485 1.15771 -5.78344
C 2.90595 -4.47769 -2.43414
C 0.92315 2.27631 -6.59614
C -1.06175 3.03461 0.87456
C 0.95235 -2.82089 3.15746
C -0.43905 0.31411 -1.27194
C 0.19915 1.23461 -4.54404
C 3.74255 0.35061 4.40076
C 3.41535 -1.89099 1.58926
H -0.54185 -7.91969 -0.01684
H -1.03865 -2.17109 2.63676
H -0.56865 -1.81859 4.33396
H -1.17545 -6.35769 -0.51294
H -0.58585 -6.25869 -5.25914
H -4.66905 0.66731 6.93106
H 0.04205 -2.91309 -3.78614
H 2.42505 0.32221 0.01146
H 0.69345 -5.62349 1.03446
H 4.92865 -3.44029 1.52296
H -0.64275 -3.75299 -5.17184
H 3.45505 -3.89969 2.37936
H -3.72625 7.24161 3.70836
H 2.88055 -7.54509 -1.36284
H 1.67315 -8.67159 -0.76874
H -0.52655 8.97781 1.46496
H -4.65075 2.19481 6.00666
H 4.48825 -4.96729 -3.80884
H -2.71945 4.55091 -1.38544
H -4.95065 4.26471 0.68866
H 4.62545 -2.80999 3.13306
H 4.11675 -1.06619 1.40666
H 0.49465 4.37731 -6.79334
H -5.35755 0.71981 5.29036
H 2.13225 -0.82049 5.19496
H -4.68235 7.46291 1.05196
H 4.02125 -2.70459 -2.93824
H 1.08455 -3.84629 -4.87334
H -0.80545 -7.59549 -1.72554
H 2.97845 -2.16929 0.62576
H 3.50395 -4.20969 -0.35114
H 4.45265 0.34971 3.56886
H 1.55345 -8.05089 -2.40984
H -0.02445 2.93251 0.61126
H -4.23015 5.26721 1.96436
H 0.68035 -0.80249 -4.12274
H -0.12895 -7.20999 -3.85204
H 1.37705 -7.22979 1.17076
H 2.89385 -5.07679 -4.53174
H 1.45645 -3.30319 4.00266
H 1.38355 2.18541 -7.56744
H -1.92085 -5.90709 -2.58854
H -0.99285 -3.46539 3.84636
H 2.45085 -2.76249 -3.70664
H 0.99155 -3.48779 2.29156
H 3.45285 -6.33229 -3.42834
H 4.30275 0.44451 5.33006
H -1.50945 0.35121 -1.32074
H 3.98645 -5.76569 -1.04774
H 2.58315 -2.34389 -2.00584
H 1.22685 0.21351 -6.12094
H -2.83695 8.61051 -2.64284
H -0.82825 2.53561 -3.17414
H -4.16065 9.18341 -0.62114
H -2.81165 9.13541 2.42636
H 3.48915 -1.79959 4.62176
H 4.83745 -4.28769 -1.48544
H 1.09715 -6.34499 -4.77474
H 2.38825 -5.90179 0.62466
H 3.09365 1.22511 4.30226
H 0.86885 7.01761 1.94116
H -1.01425 -0.35909 -3.78034
H -3.84455 2.13611 2.02776
H -2.22715 -4.90859 -3.99174
H -1.81165 -4.15079 -2.45994
*
```

=====

# 2
ORCA calculation (ωB97M-V/def2-TZVPD) on C48H65BrFeIN3P2Sb as an isolated structure.

Results
- E_tot (eV) = -192921.7822
- LUMO (alpha / beta) (eV) = -7.882 / -8.975

The geometry in ORCA input format:
```
! RIJCOSX wB97M-V def2-TZVPD def2/J DEFGRID3
* xyz 3 5
I 2.10308 0.41079 1.10452
Sb 0.20561 2.97567 -0.77877
Br 3.44826 -2.44494 2.50109
Fe -0.12294 0.06609 -0.25681
P 0.87487 -0.80173 -2.33059
P -1.63775 -1.46356 1.23318
N 3.09389 -1.85188 -3.77463
N 0.91348 -2.05266 -4.81312
N 1.98427 0.05886 -4.74702
C -3.57459 4.83426 -2.06190
C 4.59747 -1.37436 1.44542
C 1.01767 5.52026 3.36303
C 0.56406 4.11258 1.02005
C -5.28087 -1.87540 3.18602
C 1.06932 -5.06422 0.28512
C -2.06390 -0.43378 5.06496
C 1.11831 -0.80948 -5.52994
C -1.39924 0.92582 5.31076
C -5.61363 -3.30049 2.72698
C 6.77895 -0.88698 0.56775
C 4.90896 0.47346 -0.07890
C -1.81365 3.39051 -1.33261
C 1.86202 4.43389 1.39147
C -5.39252 -3.45011 1.22842
C -0.56867 1.36258 4.09591
C -3.90958 -3.23358 0.87005
C -2.62943 2.28463 -1.52145
C 2.70296 5.70259 -4.06522
C -0.53958 -2.95657 0.93662
C -0.89126 -0.74303 2.80944
C 2.13057 -2.72735 -4.58541
C -0.43050 -4.02928 2.03170
C 0.32725 -4.41121 -0.88977
C 5.95123 -1.66826 1.35810
C 1.33172 5.54518 -4.18536
C 0.63903 4.73717 -3.29725
C 3.24703 -0.53404 -4.52936
C 6.25657 0.16598 -0.16765
C -0.88613 -3.61868 -0.39924
C -4.35122 -1.17595 2.18458
C -4.38261 3.72913 -2.28056
C 4.08953 -0.28681 0.74252
C 2.69668 4.23140 -2.16674
C 3.38511 5.03782 -3.05804
C -1.18237 -1.33464 4.20449
C 0.11355 -5.34110 1.43939
C 0.08769 -1.89483 -3.64174
C -0.27620 5.18744 2.99114
C 2.59363 -1.61709 -2.40179
C -0.50893 4.47418 1.82393
C -3.91781 2.45343 -1.99601
C -1.15171 0.76736 2.82161
C -2.28301 4.66984 -1.58477
C 1.34716 0.56133 -3.55149
C -3.27545 -2.19255 1.79886
C 2.08335 5.15274 2.55540
C 1.31817 4.10490 -2.26723
H -0.13277 -2.87840 -3.22089
H 7.83678 -1.09948 0.53063
H 3.09125 5.42331 2.83215
H -4.98994 -4.02895 3.25622
H 3.73634 -0.75071 -5.48408
H 0.23465 -3.67480 2.82004
H 3.88607 0.12571 -3.93706
H -6.19544 -1.29120 3.30715
H 2.70351 4.15274 0.77189
H -3.83336 -2.92364 -0.17378
H -6.64661 -3.55151 2.97535
H -5.37917 3.86269 -2.67284
H -0.53460 2.44999 4.03310
H -6.01985 -2.72631 0.70447
H 2.62976 -2.94537 -5.53353
H 1.52704 -5.99606 -0.04307
H 0.79303 6.05762 -4.96805
H 0.63472 -5.90510 2.21119
H 0.43425 1.09630 -3.84128
H -3.94054 -0.27340 2.63638
H -0.70689 1.24187 1.92253
H -3.94542 5.82540 -2.27432
H -2.17080 1.66605 5.52794
H -5.70536 -4.44066 0.89786
H 2.01780 1.28556 -3.07515
H 6.90450 0.77545 -0.77906
H 3.29891 -0.96150 -1.87641
H 1.00558 -3.72020 -1.40077
H 3.23970 6.33027 -4.76080
H 4.45451 5.15443 -2.96085
H -1.52444 4.22081 1.53655
H 6.36780 -2.48317 1.92842
H -3.39601 -4.18786 0.98236
H -2.25299 -0.93095 6.01656
H -1.64993 5.53134 -1.41759
H -0.43154 4.62734 -3.39938
H 4.00538 -2.32039 -3.73152
H -0.75410 0.87455 6.18833
H -2.98244 -2.68968 2.73154
H 0.01815 -5.17540 -1.60476
H 1.96677 -3.66023 -4.03716
H -4.55653 1.59801 -2.15682
H -1.60598 -2.33636 4.14576
H 0.17872 -0.90186 2.63116
H -1.73273 -4.28937 -0.27692
H -4.90780 -0.86746 1.29856
H -0.70261 -5.96916 1.08133
H -4.79907 -1.90798 4.16624
H -0.22403 -1.43569 4.71723
H 4.49859 1.32054 -0.61295
H 1.86098 -4.40249 0.64294
H 0.45935 1.01067 4.20330
H 1.19601 6.05486 4.28564
H -2.23473 1.28176 -1.29033
H 1.58390 -1.01220 -6.49668
H -1.40235 -4.23278 2.47799
H 0.15862 -0.32275 -5.70948
H -2.22060 0.97862 2.78790
H -1.10795 5.48233 3.61314
H 3.24151 3.72451 -1.37878
H -3.03578 -0.29062 4.59266
H -0.85893 -1.43199 -3.93964
H -1.17780 -2.86040 -1.13766
H 0.45933 -2.49543 0.81205
H 2.57770 -2.57652 -1.87410
*
```

=====

# 3
ORCA calculation (ωB97M-V/def2-TZVPD) on C48H66IrN3OP2 as an isolated structure.

Results
- relative energy (zero: lowest compared OMol25 entry of this formula, charge and spin) (kJ/mol) = 2.3
- E_tot (eV) = -78768.4928
- LUMO (alpha / beta) (eV) = -7.747 / -7.747

The geometry in ORCA input format:
```
! RIJCOSX wB97M-V def2-TZVPD def2/J DEFGRID3
* xyz 2 1
Ir 0.38922 -1.07098 0.55957
P 1.77747 -0.58237 2.28515
P 0.21079 1.85297 -1.29402
O 0.71066 0.47648 -0.80313
N -6.77510 -8.17141 -1.48256
N -0.21283 -2.02351 -1.16301
N -0.62166 -2.41891 1.56155
C 2.28634 1.14987 2.82607
C 1.00452 -1.10166 3.88192
C -2.70329 -5.89046 -0.28936
C 3.30311 1.64915 1.79580
C -1.19197 -3.00749 -1.31378
C -5.17155 -5.07527 -1.28251
C 0.85716 -1.67843 6.20402
C -1.27830 2.28066 -0.33575
C -0.08167 1.71783 -3.08007
C -0.54653 -1.54618 6.23785
C -3.59040 1.58838 0.33223
C -0.95727 0.38034 -4.99475
C 1.55654 3.06393 -1.07406
C -0.54878 1.61537 -5.82139
C 0.36331 -1.87708 -2.33648
C 3.78251 4.92751 -1.54765
C 3.79927 -1.47351 0.62987
C 3.30253 -1.67430 2.07229
C -1.61838 -3.19579 1.09568
C -1.88864 -3.52759 -0.26695
C -4.29261 2.64376 -0.53970
C -0.46260 -1.19124 3.80884
C -1.21226 -3.42408 -2.69856
C -4.92464 -6.42178 -1.02961
C -2.29873 1.11751 -0.32882
C -1.01605 2.89474 -5.13789
C -0.31596 3.07922 -3.78418
C -3.68706 -6.83167 -0.53753
C 2.40113 5.25490 -2.09871
C -4.17924 -4.13941 -1.03888
C -1.90166 -3.34582 3.33907
C -5.95341 -7.39521 -1.28114
C 2.84596 -3.13418 2.21561
C -3.28283 3.43423 -1.38094
C 1.02853 2.02596 2.76849
C 1.28420 4.57724 -1.30482
C -1.16832 0.73031 -3.51773
C 1.62195 -1.45890 5.05873
C -1.98219 3.63420 -0.60915
C -1.19329 -1.28983 5.07380
C 2.88889 1.27715 4.22937
C 2.79157 2.58686 -1.86657
C -2.42732 -3.73456 2.18196
C -0.64847 -2.58861 3.03275
C -0.22797 -2.74042 -3.32598
C -2.94622 -4.54212 -0.53699
C 4.02913 3.40329 -1.48729
C 4.48805 -1.44327 3.01585
H -2.27295 -1.20587 5.04410
H 3.36245 2.73875 1.86384
H -1.16662 -0.17220 -2.90928
H 3.01881 -1.70453 -0.09678
H 0.53786 1.65050 -5.94358
H -6.13320 -4.76976 -1.67090
H 0.19853 -3.23883 3.27724
H 4.34150 3.12082 -0.48061
H 1.79471 2.91965 -0.01717
H -1.87332 -0.05952 -5.39258
H -0.91469 3.74549 -3.16096
H 1.19017 5.06295 -0.33053
H -5.02118 2.16456 -1.19568
H 4.30237 1.25727 1.97609
H -1.07864 -1.65413 7.17243
H -4.85523 3.32911 0.09618
H -0.88654 -0.47114 3.09743
H 2.34321 4.95419 -3.14857
H 2.69491 -1.51359 5.13953
H 2.97539 1.52522 -1.67956
H -1.86721 -4.17941 -3.10267
H 1.37309 -1.93363 7.12362
H -2.52516 0.78349 -1.34167
H 3.68762 -3.78352 1.96798
H 3.88216 5.36581 -0.55126
H -1.73896 -6.20758 0.08857
H -3.50393 -7.88188 -0.35699
H 4.85138 3.11872 -2.14454
H 4.16578 -0.46470 0.44339
H 0.64664 3.57233 -3.93681
H 0.74531 2.24539 1.74320
H 3.30198 2.28410 4.32163
H 2.55338 -3.37486 3.24096
H -2.21210 4.09713 0.35372
H 1.17609 -1.18131 -2.47266
H 4.26464 -1.64351 4.06177
H 4.54219 5.40711 -2.16401
H -0.81992 3.76553 -5.76350
H 3.01538 1.38784 0.77640
H 5.27420 -2.14654 2.73280
H -2.22959 -3.60375 4.33369
H -2.14671 1.19607 -3.38083
H -0.96268 1.54795 -6.82674
H 0.34818 4.75420 -1.82482
H 0.88434 1.31702 -3.41763
H 4.91285 -0.44554 2.93708
H 2.02478 -3.37150 1.53788
H 2.59643 2.68789 -2.93674
H 4.63185 -2.16019 0.46222
H -0.18468 -0.38996 -5.07339
H -4.36556 -3.09138 -1.23821
H -1.86972 0.26176 0.19577
H 2.23320 6.33242 -2.08757
H -3.70125 4.39960 -1.66602
H 1.23225 2.97333 3.27265
H -2.09964 2.85834 -4.99824
H 0.07541 -2.80458 -4.35796
H 0.16512 1.57312 3.26181
H -0.86270 2.30495 0.67916
H -1.33667 4.34008 -1.12203
H 2.13703 1.17246 5.01185
H -4.25291 0.73997 0.51007
H -3.29118 -4.36169 2.03235
H -3.07047 2.90863 -2.31749
H 3.70122 0.57855 4.41949
H -3.35462 2.00695 1.31661
*
```

=====

> What is the E_tot in the first record?

-354315.3003 eV